Here is a molecular structure, C2H4O3Yb from the OMol25 dataset. Energies are from the ωB97M-V functional and the def2-TZVPD basis.

Values from the calculation:
Maximum force = 4.280 eV/A
Electronic energy = -1462.68128 hartree
Gap between HOMO and LUMO (alpha / beta) = 6.59 / 8.73 eV
<S²> = 0.75
LUMO level (alpha / beta) = -3.61 / -4.68 eV

ORCA input file:
```
! RIJCOSX wB97M-V def2-TZVPD def2/J DEFGRID3
* xyz 1 2
O -0.59 1.73 0.40
C -0.09 0.82 -0.35
Yb 3.24 0.75 0.21
O -0.51 -0.32 -0.79
O 1.06 1.20 -0.72
H 0.35 2.38 0.33
C -0.78 -1.43 0.08
H -0.60 -1.23 1.14
H -1.85 -1.60 0.00
H -0.22 -2.29 -0.30
*
```